Record 1
Formula: C6H14N2O2
Source: the Open Molecules 2025 dataset
Level of theory: ωB97M-V/def2-TZVPD

For the energy above the lowest of the compared OMol25 structures with the same formula, charge and spin, the calculation gives 252.0 kJ/mol. The value obtained for the orbital gap is 9.720 eV.

Geometry as ORCA input:
```
! RIJCOSX wB97M-V def2-TZVPD def2/J DEFGRID3
* xyz 0 1
C 2.89912 1.72965 -1.90237
N 1.45452 1.81298 -1.79898
C 0.75999 2.75754 -0.97356
C -0.72909 2.77283 -0.70532
O 1.53480 3.59778 -0.38425
H 3.49721 2.54396 -1.53481
H 3.27249 0.83529 -1.32793
H 3.23738 1.47673 -3.00136
H 0.78528 0.96808 -2.07146
H -1.25558 3.76443 -0.80887
H -1.25026 2.05631 -1.37942
H -0.85198 2.53037 0.37227
C -1.11169 -0.91158 2.73678
N -0.57167 -1.76973 1.56893
C -1.49065 -2.41650 0.76402
C -1.08010 -3.69294 0.02241
O -2.58574 -1.89677 0.54863
H -1.64554 -0.04030 2.30944
H -1.97868 -1.49974 3.12765
H -0.36178 -0.61585 3.46339
H 0.42315 -1.96102 1.41535
H -0.17076 -3.97080 0.60724
H -1.95081 -4.34689 0.09056
H -0.82962 -3.72384 -1.13835
*
```



Record 2
Formula: C29H30N7Se2Zn
Source: the Open Molecules 2025 dataset
Level of theory: ωB97M-V/def2-TZVPD

The value obtained for the orbital gap is 5.282 eV.

Geometry as ORCA input:
```
! RIJCOSX wB97M-V def2-TZVPD def2/J DEFGRID3
* xyz 1 1
Zn 1.27702 -0.26079 1.00483
Se 3.89194 -1.02648 3.20101
Se 4.30096 1.28460 2.12936
C 4.05948 0.62478 0.31379
C 5.34474 0.80016 -0.36975
C 5.51002 0.32202 -1.61613
C 4.39344 -0.40443 -2.16049
C 3.24471 -0.58573 -1.41526
N 3.03427 -0.07952 -0.14584
C 2.23208 -0.27018 3.72583
C 2.14639 0.26619 5.03016
C 0.94240 0.43864 5.57710
C -0.25546 0.19992 4.82028
C -0.08364 -0.14877 3.49835
N 1.13398 -0.31516 2.94904
H 6.04564 1.40834 0.16803
H 6.50103 0.37700 -2.04730
H 4.33317 -0.73481 -3.21258
H 2.32166 -1.18586 -1.76939
H 3.12663 0.38835 5.52169
H 0.79158 0.72364 6.61056
H -1.28302 0.24223 5.27323
H -0.89649 -0.14212 2.79827
C 1.73933 4.08621 -2.07190
C 0.82015 3.32502 -2.75984
C 0.24286 2.18173 -2.13662
C 0.45166 1.99203 -0.76293
C 1.43622 2.79061 -0.11273
C 2.04108 3.81304 -0.70771
N 0.01539 0.82280 -0.16520
N -1.07297 0.11642 -0.76329
C -0.17350 -2.06312 -0.98335
C -0.65128 -3.34344 -1.37968
C -0.42688 -4.43990 -0.54796
C 0.37242 -4.32820 0.57735
C 0.94757 -3.10614 0.90139
C 0.67104 -1.98331 0.21662
H 2.21597 4.92065 -2.59593
H 0.63253 3.61612 -3.78035
H -0.36678 1.53376 -2.79686
H 1.67666 2.59366 0.97376
H 2.81731 4.35375 -0.16090
H -1.09066 -3.50672 -2.35354
H -0.79662 -5.46960 -0.84182
H 0.62073 -5.26341 1.13306
H 1.69268 -3.01347 1.74813
C -4.80754 0.39596 1.17087
C -3.76563 1.55002 1.23794
N -2.48125 1.16359 0.68303
C -2.38241 0.31107 -0.35217
N -0.62863 -0.94171 -1.62573
C -1.21552 -0.94087 -2.92226
C -2.61688 -1.50447 -2.95595
C -3.62460 -0.57336 -2.24592
N -3.43600 -0.41741 -0.81160
C -4.77474 -0.21293 -0.22360
H -5.79393 0.80656 1.39636
H -4.68963 -0.31818 1.97949
H -3.70377 1.80414 2.30008
H -4.18223 2.35768 0.63181
H -1.68757 1.71940 0.86108
H -0.56051 -1.56174 -3.54813
H -1.27989 0.09963 -3.27860
H -2.63276 -2.50801 -2.48205
H -2.93816 -1.60516 -3.98272
H -4.65044 -0.93345 -2.54211
H -3.60507 0.48401 -2.63776
H -5.20994 -1.21952 -0.24473
H -5.26038 0.49419 -0.92182
*
```



Record 3
Formula: C25H16BrCl4N7O3S2TeTi
Source: the Open Molecules 2025 dataset
Level of theory: ωB97M-V/def2-TZVPD

For the energy above the lowest of the compared OMol25 structures with the same formula, charge and spin, the calculation gives 166.3 kJ/mol. The value obtained for the orbital gap (spin up / spin down) is 4.453 / 4.427 eV.

Geometry as ORCA input:
```
! RIJCOSX wB97M-V def2-TZVPD def2/J DEFGRID3
* xyz -1 2
Ti -0.29765 -0.17919 0.38394
S 4.45549 5.15612 2.45317
N 3.96927 3.78981 3.21749
C 3.14030 3.13745 2.41563
C 2.47334 1.91070 2.73157
C 2.61285 1.21314 3.90455
C 1.85032 0.04350 4.09045
C 0.98980 -0.37590 3.10568
N 0.81497 0.25006 1.93341
C 1.57511 1.41021 1.72511
C 1.42006 2.02083 0.50219
N 0.58525 1.35254 -0.40642
C 0.29375 2.01684 -1.54200
C 0.83818 3.22535 -1.89410
C 1.75815 3.86501 -1.03393
C 2.04951 3.26841 0.16828
C 2.92451 3.81029 1.16634
N 3.59878 4.94723 1.07300
H 3.29457 1.56072 4.66483
H 1.92687 -0.51351 5.00970
H 0.39510 -1.27401 3.27125
H -0.40950 1.52983 -2.21659
H 0.54195 3.68728 -2.82282
H 2.21053 4.80720 -1.29666
Cl -4.20602 -1.79039 -4.67271
C -3.55673 -1.02608 -3.26554
C -4.30413 -0.09793 -2.55759
Cl -5.88896 0.32872 -3.08577
C -3.76697 0.49512 -1.41725
Cl -4.70788 1.61376 -0.49819
C -2.46964 0.21555 -0.97540
O -1.92102 0.80977 0.03724
C -1.70672 -0.76354 -1.69986
O -0.49035 -1.05033 -1.28348
C -2.27693 -1.35918 -2.81904
Cl -1.34046 -2.52922 -3.68766
O -3.99225 -4.48127 2.71694
C -3.20061 -3.44519 2.30494
C -3.57865 -2.10005 2.42785
C -2.74664 -1.10518 1.98343
N -1.52895 -1.35131 1.41787
C -1.18541 -2.65693 1.35094
Br 0.60238 -2.86768 0.78220
C -1.93074 -3.71863 1.77355
H -4.81904 -4.12610 3.05973
H -4.52884 -1.84109 2.87580
H -3.02336 -0.06220 2.07978
H -1.55681 -4.72647 1.70631
C 1.49695 -0.22425 -3.86332
N 2.14555 -0.09879 -2.57953
C 2.34754 -1.12798 -1.75203
N 2.22292 -2.38302 -2.18103
S 2.94347 -0.74528 -0.20754
H 1.39310 0.76682 -4.29532
H 0.50757 -0.67612 -3.76565
H 2.10884 -0.84295 -4.52041
H 2.14482 0.81942 -2.15023
H 1.57375 -2.59016 -2.92582
H 2.37703 -3.10245 -1.46691
Te 3.85163 -2.81930 0.54961
*
```



Record 4
Formula: C20H21N5O10
Source: the Open Molecules 2025 dataset
Level of theory: ωB97M-V/def2-TZVPD

The value obtained for the orbital gap is 8.859 eV.

Geometry as ORCA input:
```
! RIJCOSX wB97M-V def2-TZVPD def2/J DEFGRID3
* xyz 0 1
O -12.06672 17.32465 26.76457
N -12.40969 17.79035 25.70225
O -12.77587 18.93756 25.53165
C -12.34729 16.91436 24.52616
C -13.16351 17.21634 23.46193
C -13.19253 16.35131 22.36907
C -12.37241 15.23499 22.39150
C -11.55155 14.93390 23.47550
C -11.55311 15.78367 24.57397
H -13.83963 18.05860 23.45883
H -13.89960 16.50788 21.57064
H -12.54535 14.47555 21.63426
H -11.06740 13.96968 23.54044
H -11.04035 15.53920 25.49312
O -14.83775 15.83707 16.09085
N -14.06520 16.76349 15.99280
O -13.65525 17.43747 16.92407
C -13.56024 17.11169 14.65442
C -12.51294 18.00020 14.52235
C -12.23080 18.51027 13.25145
C -12.92887 18.06903 12.14717
C -13.82392 17.01176 12.28716
C -14.18262 16.55773 13.55044
H -11.97865 18.45727 15.34162
H -11.47064 19.27950 13.23288
H -12.73596 18.43148 11.14590
H -14.32578 16.58223 11.43067
H -14.94966 15.80421 13.64738
O -10.13650 22.23903 21.89624
N -9.90170 21.08118 21.63811
O -8.81225 20.53623 21.75195
C -11.00546 20.26232 21.13712
C -10.72655 19.20769 20.28425
C -11.79534 18.51506 19.73213
C -13.08705 18.76462 20.15903
C -13.35349 19.85795 20.98522
C -12.29492 20.58806 21.50219
H -9.69822 19.02900 20.00359
H -11.56329 17.67504 19.09011
H -13.88730 18.15508 19.75704
H -14.35639 19.99851 21.36621
H -12.45173 21.35234 22.25252
C -10.62509 15.14536 17.42169
N -12.01954 14.75098 17.73310
O -12.58249 14.08024 16.89213
O -12.48769 15.06490 18.80413
H -10.03759 14.23343 17.43181
H -10.26364 15.82443 18.18455
H -10.66089 15.60524 16.43994
C -14.16278 12.75656 14.23066
N -13.98887 11.49879 13.46620
O -14.98700 10.88274 13.14553
O -12.85535 11.18485 13.18660
H -13.66874 12.59540 15.18739
H -15.20926 12.95975 14.41688
H -13.66857 13.55743 13.69306
*
```



Number 1: calculated total energy -496.9616 Eh. Number 2: calculated total energy -8088.2243 Eh. Number 3: calculated total energy -7900.1461 Eh. Number 4: calculated total energy -1800.4210 Eh.